The following is a DFT calculation (wB97M-V/def2-TZVPD) of a molecular structure, C11H14BN7PtS.

Last column: natural (NBO) charge in e.
Geometry (Å):
H  0.7938  2.8734  1.6420  0.226
N  0.4283  1.5165  0.0628  -0.357
B  0.1452  0.3275  -2.1710  0.550
N  0.4837  1.5767  -1.3019  -0.307
C  0.8756  2.8176  -1.6574  -0.001
Pt  -0.0734  -0.1594  1.1021  1.009
H  0.9806  3.0590  -2.7024  0.226
C  1.0691  3.5621  -0.4951  -0.343
H  1.3823  4.5826  -0.4351  0.234
C  0.7771  2.7177  0.5751  -0.009
H  0.2350  0.5045  -3.3510  -0.016
C  -0.5502  -1.6559  2.3260  -0.967
H  -0.5179  -1.3969  3.3784  0.206
H  0.1612  -2.4632  2.1080  0.193
H  -1.5537  -2.0012  2.0422  0.195
N  -1.2819  -0.0806  -1.6952  -0.315
N  1.0924  -0.7762  -1.6135  -0.315
N  -1.5457  -0.2470  -0.3719  -0.319
N  1.1480  -1.0245  -0.2697  -0.326
C  -2.4392  -0.2563  -2.3682  0.002
C  2.0124  -1.5529  -2.2178  0.006
H  -2.4434  -0.1554  -3.4396  0.227
H  2.1273  -1.4899  -3.2911  0.228
C  -3.4374  -0.5539  -1.4448  -0.342
C  2.6489  -2.3179  -1.2489  -0.343
C  -2.8407  -0.5421  -0.1877  -0.012
C  2.0839  -1.9671  -0.0264  -0.009
H  -4.4691  -0.7546  -1.6526  0.234
H  3.4267  -3.0406  -1.4026  0.236
H  -3.2329  -0.7140  0.8058  0.237
H  2.2720  -2.3034  0.9821  0.236
H  0.0848  0.4994  2.8984  0.046
S  0.4558  1.4046  4.0294  0.000
C  0.0120  0.3709  5.2627  0.025
N  -0.3105  -0.3597  6.1289  -0.335

Results
Energy relative to the best compared isomer or geometry (same formula, charge and spin) in kJ/mol: 0.0
Total energy in eV: -36821.53512
Multiplicity: 3
HOMO energy (spin up / spin down) in eV: -7.374 / -9.158

---

The following is a DFT calculation (wB97M-V/def2-TZVPD) of a single C11H14BrClO3 molecule.

Last column: natural (NBO) charge in e.
Geometry (Å):
C  1.6113  -2.5114  -2.0522  -0.434
C  0.2159  -2.2073  -1.6342  -0.218
C  -0.3311  -0.6618  -1.6355  -0.360
C  -1.9783  -0.9025  -1.5359  0.807
O  -2.7421  -1.8335  -2.1305  -0.544
O  -2.3450  0.1672  -0.5853  -0.549
C  -1.2389  0.4076  0.4002  0.096
C  -1.8611  -0.3604  1.7340  -0.526
C  -1.2623  -1.8852  1.9502  0.488
O  -1.8455  -3.0015  1.4530  -0.515
Br  0.4813  -2.0858  2.9820  -0.018
C  0.2050  -0.0772  -0.2009  -0.288
C  1.4050  1.0038  -0.4714  -0.430
C  1.0802  2.5421  -0.0095  -0.161
C  0.8964  2.7583  1.6079  -0.669
Cl  2.6104  3.5473  -0.4825  -0.109
H  2.3469  -1.7125  -2.5208  0.215
H  1.9672  -3.6376  -1.9553  0.224
H  -0.4954  -3.1058  -1.3336  0.265
H  -0.1753  0.0237  -2.5712  0.267
H  -1.4291  1.5310  0.6680  0.231
H  -3.0347  -0.5008  1.5760  0.286
H  -1.6774  0.2158  2.7363  0.249
H  0.7714  -0.9895  0.2639  0.286
H  2.4343  0.5947  -0.0318  0.245
H  1.5644  1.0388  -1.6539  0.229
H  0.2037  3.0213  -0.6606  0.236
H  1.3504  3.8341  1.8508  0.248
H  1.4902  1.9943  2.2664  0.234
H  -0.2180  2.7928  1.9763  0.217

Results
Total energy in eV: -100333.88260
HOMO energy in eV: -9.585

---

The following is a DFT calculation (wB97M-V/def2-TZVPD) of a molecular structure, C11H14BrIN2O4Rh.

Last column: natural (NBO) charge in e.
Geometry (Å):
Rh  -0.2085  -0.1949  0.6736  0.935
C  1.1025  2.6952  0.2121  -0.253
O  0.2419  1.9255  1.0632  -0.563
C  0.5138  2.1132  2.4598  -0.095
C  -0.6311  1.5213  3.2280  -0.096
O  -0.6996  0.1274  2.9087  -0.578
C  -1.8305  -0.5215  3.5190  -0.259
H  0.9858  3.7518  0.4517  0.209
H  0.7776  2.5222  -0.8080  0.221
H  2.1439  2.3940  0.3435  0.185
H  0.6122  3.1800  2.6659  0.223
H  1.4515  1.6081  2.7162  0.193
H  -1.5703  2.0015  2.9368  0.205
H  -0.4733  1.6421  4.3021  0.215
H  -1.8048  -0.3444  4.5943  0.201
H  -1.7383  -1.5832  3.3141  0.224
H  -2.7588  -0.1354  3.0937  0.196
Br  -0.4152  -3.9911  -5.2237  0.122
C  -0.0158  -2.5508  -4.0836  -0.130
C  1.3119  -2.2131  -3.8347  0.033
N  1.6553  -1.1971  -3.0569  -0.411
C  0.6941  -0.4939  -2.4730  0.031
C  -0.6552  -0.7896  -2.6308  -0.205
C  -1.0239  -1.8230  -3.4790  -0.144
C  -1.7446  -0.0296  -1.9231  0.768
O  -2.8384  0.1425  -2.3706  -0.514
O  -1.3907  0.4549  -0.7183  -0.643
H  2.1134  -2.7825  -4.2893  0.217
H  1.0109  0.3519  -1.8740  0.180
H  -2.0684  -2.0519  -3.6422  0.260
N  2.7307  -1.0409  0.4962  -0.554
C  1.6223  -0.7518  0.5348  0.447
H  3.7000  -1.2952  0.4626  0.488
I  -0.8003  -2.6414  0.4309  -0.109

Results
Energy relative to the best compared isomer or geometry (same formula, charge and spin) in kJ/mol: 113.9
Total energy in eV: -103946.81027
HOMO energy (spin up / spin down) in eV: -11.929 / -11.929
Net charge: +1

---

Number 1: largest force on an atom 3.0 eV/Å. Number 2: largest force on an atom 9.6 eV/Å. Number 3: largest force on an atom 1.3 eV/Å.